Record 1
# H4NO2PS

A 2-piece molecular cluster, H4NO2PS overall at a distorted geometry (the ωB97M-V functional and the def2-TZVPD basis, the Open Molecules 2025 dataset).

The geometry in ORCA input format:
```
! RIJCOSX wB97M-V def2-TZVPD def2/J DEFGRID3
* xyz 0 1
N 0.369 -0.266 -1.385
O -0.932 0.564 0.952
O -1.960 1.748 2.842
P -1.751 1.895 1.417
S 1.639 -1.026 -0.856
H 0.649 0.507 -1.979
H -0.668 0.392 0.026
H 1.508 -2.340 -1.363
H 1.146 -1.474 0.345
*
```

E_LUMO in eV: 0.3
Energy above the lowest of the compared OMol25 structures with the same formula, charge and spin in kJ/mol: 349.6
E_HOMO in eV: -9.7
Max |F| in eV/Å: 1.99

***

Record 2
# C41H43N11Sn

C41H43N11Sn as an isolated structure at a distorted geometry (the ωB97M-V functional and the def2-TZVPD basis, the Open Molecules 2025 dataset).

The geometry in ORCA input format:
```
! RIJCOSX wB97M-V def2-TZVPD def2/J DEFGRID3
* xyz 0 1
Sn -5.097 -0.217 19.839
C -5.333 5.061 22.195
C -4.655 3.693 22.211
C -3.447 3.365 21.575
C -2.944 2.075 21.626
C -3.549 1.035 22.288
N -3.170 -0.246 22.141
C -1.852 -0.557 21.970
C -0.772 0.180 22.485
C 0.511 -0.268 22.363
C 0.844 -1.537 21.791
C 2.173 -2.102 21.495
C -0.231 -2.322 21.408
C -1.505 -1.787 21.432
N -2.549 -2.569 20.790
C -2.707 -3.866 20.953
C -3.555 -4.292 19.925
C -3.757 -3.149 19.176
N -3.182 -2.075 19.706
C -4.778 1.360 22.904
C -5.346 2.631 22.774
N -5.397 0.344 23.682
C -4.780 -0.430 24.574
C -5.791 -1.248 25.087
C -6.979 -0.904 24.370
N -6.752 0.088 23.582
H -5.742 5.295 21.260
H -4.605 5.884 22.385
H -6.032 5.133 23.040
H -2.948 4.199 21.058
H -2.105 1.807 20.958
H -0.770 1.196 22.866
H 1.331 0.343 22.797
H 2.484 -2.910 22.145
H 2.941 -1.308 21.648
H 2.279 -2.341 20.425
H -0.015 -3.309 21.020
H -2.212 -4.331 21.793
H -3.912 -5.284 19.944
H -4.429 -3.068 18.282
H -6.218 3.000 23.371
H -3.720 -0.513 24.747
H -5.742 -2.035 25.832
H -7.977 -1.440 24.436
C -1.623 3.433 17.978
C -2.884 3.687 17.431
C -3.785 2.697 17.242
C -3.496 1.359 17.653
C -2.271 1.143 18.321
C -1.371 2.184 18.480
N -4.399 0.267 17.563
C -5.466 0.198 16.746
C -5.679 0.940 15.484
C -6.771 0.652 14.825
C -7.845 -0.249 15.177
C -7.669 -0.988 16.340
C -6.546 -0.690 17.182
N -6.321 -1.363 18.386
N -7.041 -2.348 18.628
C -6.684 -2.948 19.946
C -7.388 -4.103 20.370
C -6.934 -4.689 21.545
C -6.103 -3.964 22.401
C -5.473 -2.803 21.890
N -5.796 -2.210 20.641
H -0.905 4.158 18.127
H -3.109 4.659 17.107
H -4.715 2.845 16.722
H -2.129 0.083 18.624
H -0.386 2.028 18.801
H -4.866 1.509 15.023
H -7.157 1.086 13.890
H -8.619 -0.358 14.446
H -8.258 -1.850 16.686
H -8.022 -4.609 19.723
H -7.423 -5.651 21.729
H -5.771 -4.289 23.395
H -4.909 -2.172 22.635
C -9.221 1.691 18.915
C -8.338 1.780 20.128
C -7.095 2.591 19.748
C -9.283 2.450 21.248
N -7.827 0.470 20.549
N -8.775 -0.516 20.882
H -9.445 2.709 18.613
H -10.142 1.184 19.148
H -8.655 1.123 18.174
H -7.321 3.315 19.002
H -6.330 1.977 19.295
H -6.692 3.030 20.604
H -9.231 3.548 21.378
H -8.989 2.051 22.193
H -10.347 2.283 21.020
H -7.306 0.647 21.433
H -9.160 -0.899 20.021
H -9.559 -0.141 21.391
*
```

E_LUMO (spin up / spin down) in eV: -1.3 / -1.3
Energy above the lowest of the compared OMol25 structures with the same formula, charge and spin in kJ/mol: 271.3
E_HOMO (spin up / spin down) in eV: -6.1 / -6.1
Max |F| in eV/Å: 5.34

***

Record 3
# C52H74F6N2O7S5

A 13-piece molecular cluster, C52H74F6N2O7S5 overall at a distorted geometry (the ωB97M-V functional and the def2-TZVPD basis, the Open Molecules 2025 dataset).

The geometry in ORCA input format:
```
! RIJCOSX wB97M-V def2-TZVPD def2/J DEFGRID3
* xyz 0 1
C -0.003 2.636 4.765
S -1.419 3.705 5.263
O -1.609 4.738 4.146
C -2.727 2.389 5.154
H -0.201 2.139 3.815
H 0.329 1.841 5.433
H 0.864 3.276 4.602
H -3.776 2.675 5.077
H -2.590 1.520 5.798
H -2.502 1.933 4.190
C 0.267 5.532 1.752
S 0.042 4.252 0.430
O 0.885 3.030 0.768
C -1.658 3.862 1.005
H -0.523 6.280 1.816
H 1.164 6.109 1.526
H 0.471 5.041 2.704
H -2.111 3.108 0.361
H -2.193 4.810 0.959
H -1.728 3.482 2.024
C 3.611 -0.202 1.130
S 2.850 1.080 2.294
O 2.399 0.433 3.574
C 4.488 1.801 2.702
H 4.268 0.337 0.448
H 2.829 -0.545 0.453
H 4.035 -1.009 1.728
H 4.457 2.843 3.021
H 5.167 1.822 1.850
H 4.804 1.246 3.586
C 1.960 -3.887 -1.452
S 1.843 -5.464 -0.342
O 1.643 -6.571 -1.373
C 3.625 -5.528 0.069
H 2.691 -3.997 -2.253
H 2.321 -3.063 -0.836
H 1.030 -3.602 -1.945
H 3.828 -6.456 0.604
H 3.915 -4.772 0.799
H 4.328 -5.501 -0.764
C 6.191 4.470 -1.813
S 4.943 3.110 -1.769
O 5.676 1.826 -1.506
C 4.177 3.623 -0.189
H 6.684 4.515 -2.784
H 6.898 4.463 -0.983
H 5.697 5.435 -1.702
H 4.896 3.653 0.630
H 3.424 2.854 -0.019
H 3.632 4.566 -0.232
F -3.751 1.345 -3.780
C -3.968 0.289 -2.888
C -2.880 -0.518 -2.536
C -3.074 -1.598 -1.738
C -4.336 -1.847 -1.254
C -5.432 -1.041 -1.552
C -5.265 -0.038 -2.490
H -1.876 -0.229 -2.809
H -2.197 -2.144 -1.425
H -4.334 -2.700 -0.592
H -6.411 -1.246 -1.143
H -6.053 0.465 -3.030
F 3.378 5.229 -3.126
C 2.301 4.849 -3.784
C 2.180 4.966 -5.191
C 0.961 4.768 -5.834
C -0.135 4.351 -5.041
C 0.035 4.065 -3.687
C 1.247 4.440 -3.075
H 3.035 5.228 -5.796
H 0.858 4.877 -6.903
H -1.035 4.033 -5.548
H -0.737 3.704 -3.023
H 1.410 4.385 -2.009
F -4.441 2.137 0.108
C -5.102 1.285 0.936
C -4.463 0.597 1.930
C -5.077 -0.398 2.665
C -6.387 -0.687 2.429
C -7.042 -0.048 1.393
C -6.418 0.983 0.691
H -3.450 0.917 2.124
H -4.530 -0.865 3.470
H -6.843 -1.471 3.016
H -8.059 -0.376 1.238
H -6.907 1.507 -0.117
F -0.810 -1.003 4.139
C -0.740 -1.675 5.337
C 0.436 -1.649 6.029
C 0.597 -2.316 7.222
C -0.469 -3.006 7.741
C -1.690 -3.096 7.073
C -1.830 -2.371 5.881
H 1.218 -1.089 5.539
H 1.508 -2.348 7.801
H -0.260 -3.603 8.616
H -2.451 -3.775 7.429
H -2.724 -2.450 5.281
F -1.052 -3.896 1.593
C -2.215 -4.368 2.153
C -2.372 -5.787 2.361
C -3.572 -6.225 2.912
C -4.526 -5.341 3.328
C -4.351 -3.962 3.188
C -3.095 -3.489 2.696
H -1.554 -6.472 2.194
H -3.724 -7.291 2.991
H -5.509 -5.614 3.685
H -5.111 -3.243 3.457
H -2.868 -2.446 2.529
F 1.104 -1.368 -7.779
C 0.145 -1.873 -6.931
C -0.992 -2.501 -7.425
C -1.986 -2.963 -6.570
C -1.727 -2.867 -5.227
C -0.527 -2.379 -4.704
C 0.387 -1.803 -5.608
H -1.227 -2.459 -8.479
H -2.967 -3.311 -6.857
H -2.520 -3.191 -4.569
H -0.419 -2.506 -3.637
H 1.270 -1.254 -5.317
C 5.511 -1.943 -1.921
C 4.758 -1.382 -3.115
O 4.117 -2.148 -3.810
N 4.804 -0.044 -3.317
C 4.199 0.745 -4.397
H 6.450 -2.374 -2.269
H 4.917 -2.740 -1.474
H 5.624 -1.242 -1.095
H 5.459 0.479 -2.754
H 3.500 1.522 -4.088
H 3.659 0.122 -5.110
H 4.948 1.134 -5.088
C -0.764 -0.055 1.021
C -0.014 -0.258 -0.287
O 0.223 -1.346 -0.765
N 0.538 0.802 -0.775
C 1.407 0.758 -1.979
H -0.260 -0.438 1.908
H -1.725 -0.567 0.964
H -0.922 1.003 1.234
H 0.658 1.613 -0.185
H 1.359 1.677 -2.563
H 1.244 -0.038 -2.705
H 2.438 0.658 -1.640
*
```

E_LUMO in eV: 0.0
E_HOMO in eV: -8.3
Max |F| in eV/Å: 3.99

***

Record 4
# C5H10N

An isolated ion of composition C5H10N and charge +1 at a distorted geometry (the ωB97M-V functional and the def2-TZVPD basis, the Open Molecules 2025 dataset).

The geometry in ORCA input format:
```
! RIJCOSX wB97M-V def2-TZVPD def2/J DEFGRID3
* xyz 1 1
C 0.396 -0.767 -0.763
C -0.381 -0.867 0.554
C 1.086 -0.661 -1.948
C -1.760 -0.428 0.838
C 0.692 1.552 0.874
N 0.720 0.112 0.754
H -0.082 -1.809 0.922
H 1.040 -1.668 -2.441
H 2.041 -0.131 -2.008
H 0.441 -0.107 -2.656
H -2.730 -0.796 0.348
H -1.833 0.654 0.996
H -1.962 -0.726 1.931
H 1.287 1.844 -0.037
H 1.347 1.827 1.799
H -0.301 1.972 0.836
*
```

E_LUMO (spin up / spin down) in eV: -6.4 / -6.4
Energy above the lowest of the compared OMol25 structures with the same formula, charge and spin in kJ/mol: 556.6
Structure (SMILES): CC1=[N+](C)[C@H]1C
E_HOMO (spin up / spin down) in eV: -14.3 / -14.3
Max |F| in eV/Å: 7.47